Record 1
29
Properties=species:S:1:pos:R:3:forces:R:3 method="wB97M-V/def2-TZVPD" homo_lumo_gap_ev="8.2 / 8.6" energy_ev=-43716.4650 spin_multiplicity=7 s2=12.7326 lumo_energy_ev="-0.71 / -0.26" largest_force_ha_per_bohr=0.1171
Tb -0.621400 0.097000 0.391500 2.97 4.70 2.30
C 2.154700 -0.091700 -1.238500 -0.18 -0.04 -0.18
N 1.966500 0.120200 0.207500 0.07 0.17 -0.13
C 2.777700 -0.862700 0.934800 -0.14 -0.18 0.01
C 2.410100 1.485800 0.554200 -0.19 0.34 0.03
C 1.508600 2.569000 -0.019200 -0.19 -0.14 0.20
C 2.117000 3.717100 -0.509400 0.07 -0.13 -0.04
C 1.356800 4.743800 -1.039500 -0.01 0.01 0.03
C -0.018700 4.618400 -1.056700 -0.22 0.05 0.00
C -0.625200 3.482100 -0.537000 0.14 -0.32 0.25
C 0.100900 2.406900 0.012600 0.33 0.14 -0.20
H 3.219900 -0.028900 -1.505200 -0.11 0.06 0.03
H 1.597600 0.668300 -1.801300 0.17 -0.17 0.10
H 1.784000 -1.081000 -1.519400 0.04 0.09 0.05
H 3.837800 -0.789000 0.654800 -0.09 0.07 0.03
H 2.420600 -1.867000 0.706900 0.01 0.05 0.03
H 2.683100 -0.697400 2.007800 0.01 -0.01 0.00
H 3.442100 1.642300 0.203500 -0.04 -0.09 0.14
H 2.403600 1.573300 1.648000 0.11 -0.11 -0.10
H 3.195300 3.805200 -0.489000 0.12 0.00 -0.03
H 1.835600 5.625300 -1.438200 0.04 0.10 -0.03
H -0.630300 5.405800 -1.473100 -0.04 0.10 -0.04
H -1.710000 3.443900 -0.552700 -0.06 -0.02 -0.05
O -2.481200 -0.928700 0.120200 -1.30 -0.76 -0.53
C -1.673700 -1.541000 -0.644300 -1.09 -2.01 -1.29
O -1.006900 -0.853300 -1.487700 -0.63 -0.71 -0.74
C -0.874600 -2.698700 0.012500 -0.53 -1.06 -0.66
O -0.885000 -3.878300 -0.196400 -0.15 0.17 -0.02
O -0.146500 -1.997000 0.811300 0.90 -0.33 0.86

---

Record 2
18
Properties=species:S:1:pos:R:3:forces:R:3 method="wB97M-V/def2-TZVPD" relative_energy_kj_mol=0.00 homo_lumo_gap_ev="8.4 / 7.9" charge=+1 energy_ev=-26543.7195 spin_multiplicity=4 s2=3.7574 lumo_energy_ev="-4.68 / -4.62" largest_force_ha_per_bohr=0.0447
C -2.925617 -2.023769 -1.523589 -0.20 -1.91 -1.27
O -1.626278 -1.638607 -1.649901 0.42 0.83 0.57
H -3.196504 -2.537907 -2.471601 -0.47 0.48 0.31
H -3.034807 -2.800862 -0.743670 -0.06 0.63 0.29
H -3.623559 -1.189322 -1.352565 0.33 0.03 0.14
O 3.528711 0.889458 0.804267 0.72 -0.16 -0.20
O 0.521974 2.675679 -0.112720 1.27 0.27 0.25
C -0.387566 1.658717 0.106475 -1.08 -1.62 0.40
C 0.318544 0.297946 0.329620 0.59 1.09 0.79
O 1.362924 0.509391 1.404686 -0.50 0.90 -0.41
C 2.682145 -0.082518 1.248070 -0.68 -1.86 0.20
Pr 2.432501 2.620706 0.727014 -0.88 1.24 -0.12
H -1.070756 1.519574 -0.753552 0.27 0.11 0.27
H -1.025515 1.849498 0.994014 0.28 0.18 -0.37
H 0.890725 0.067158 -0.585416 -0.61 -0.69 0.33
H -0.387111 -0.414306 0.786020 0.46 -0.14 -0.96
H 2.953396 -0.468256 2.249181 -0.03 0.25 -0.45
H 2.586785 -0.932580 0.543661 0.17 0.38 0.23

---

Record 3
11
Properties=species:S:1:pos:R:3:forces:R:3 method="wB97M-V/def2-TZVPD" relative_energy_kj_mol=382.57 homo_lumo_gap_ev=8.3 smiles="Nn1ncnnc1=O" energy_ev=-11616.8648 lumo_energy_ev=-1.66 largest_force_ha_per_bohr=0.0600
C 1.820076 -0.407255 -0.131172 0.53 -2.91 -0.88
C -0.405493 1.130452 0.035919 -1.50 0.26 -1.91
H -2.378194 -0.124457 0.044756 1.53 -1.61 -0.62
H -1.651394 -1.470669 0.754170 -0.51 -0.20 -0.76
H 2.668446 -1.180750 -0.347404 -1.21 2.23 0.62
N -1.661104 -0.931597 -0.130149 -0.40 1.88 2.02
N -0.411813 -0.246300 0.021849 1.04 -2.17 -0.44
N 0.671532 -1.042284 -0.072871 -1.68 1.40 0.21
N 1.964188 0.912774 -0.075354 -1.87 1.89 1.02
N 0.877918 1.668227 0.125829 1.52 -0.51 -0.62
O -1.494162 1.691855 -0.225571 2.54 -0.25 1.35

---

Record 4
50
Properties=species:S:1:pos:R:3:forces:R:3 method="wB97M-V/def2-TZVPD" relative_energy_kj_mol=0.00 homo_lumo_gap_ev="6.0 / 5.6" charge=-1 energy_ev=-319271.3172 spin_multiplicity=6 s2=8.7806 lumo_energy_ev="1.92 / 0.45" largest_force_ha_per_bohr=0.0036
Ir -0.520783 -0.985527 0.243461 0.12 0.14 0.03
C -4.003380 -0.703270 -2.816743 0.00 0.00 0.00
C -2.726937 -0.010724 -3.180969 -0.02 0.01 -0.02
N -2.541968 0.388144 -4.415479 -0.02 -0.02 0.01
C -1.373568 0.974311 -4.750217 0.03 -0.01 0.01
C -0.383321 1.256198 -3.848789 -0.02 0.02 -0.02
C 0.908879 1.890042 -4.297383 0.05 -0.03 0.02
O 2.051482 1.202273 -3.817176 -0.03 0.02 -0.01
C -0.576730 0.869959 -2.501534 0.04 -0.01 0.01
C 0.366378 1.300023 -1.498704 -0.02 -0.01 -0.02
N 0.489281 0.811130 -0.313986 -0.01 -0.01 -0.04
C 1.510503 1.369920 0.507597 -0.01 0.02 0.00
C 2.812511 1.417080 0.021602 0.00 0.01 0.01
C 3.829651 1.937163 0.804973 0.00 0.00 0.00
C 3.550793 2.408953 2.077305 0.01 0.00 0.00
C 2.255438 2.356064 2.569409 0.00 -0.03 0.01
C 1.235748 1.832047 1.790622 0.02 0.01 0.03
I -0.687940 1.702460 2.582463 -0.01 -0.03 -0.07
C -1.735668 0.157878 -2.161746 -0.03 0.07 0.06
O -2.000802 -0.313822 -0.977750 0.03 -0.13 -0.07
H -4.634823 -0.779447 -3.698852 0.00 0.00 0.00
H -4.528217 -0.161459 -2.027405 0.00 0.00 0.00
H -3.794176 -1.699155 -2.421130 0.00 0.00 -0.01
H -1.238660 1.204302 -5.800805 0.00 0.01 0.00
H 0.991998 2.914371 -3.920978 0.00 0.00 0.01
H 0.909679 1.944823 -5.390254 -0.01 0.01 0.00
H 2.057395 0.317612 -4.232693 0.01 -0.01 0.00
H 1.014460 2.131721 -1.762073 0.00 0.00 -0.01
H 3.013633 1.020579 -0.966939 0.00 0.00 0.00
H 4.841885 1.954254 0.423642 0.00 0.00 0.00
H 4.343293 2.797378 2.703132 0.00 0.00 0.00
H 2.037497 2.703365 3.569895 0.00 0.00 0.00
Se 2.215949 -3.852908 -0.862499 0.00 0.02 -0.01
Sb 0.086030 -2.643533 -4.097672 0.04 0.01 0.01
Se 1.160869 -2.029229 -1.660648 -0.15 -0.05 0.04
Se -1.570480 -2.960607 0.604816 -0.04 -0.04 0.09
Se 1.737352 -1.756820 -5.584229 0.02 0.04 -0.02
S 2.968298 -1.601992 3.472825 0.00 0.04 0.00
C 1.785951 -1.442583 2.371787 -0.04 -0.04 0.03
N 0.908356 -1.330252 1.612311 0.09 -0.02 -0.05
C -0.993365 -2.515980 4.483126 -0.02 0.00 -0.03
C -1.991874 -1.405497 4.690735 0.06 0.07 -0.04
C -2.209387 -0.933369 6.108416 0.00 0.01 0.00
O -2.576872 -0.894812 3.763110 -0.07 -0.06 0.06
H -0.391963 -2.708445 5.370076 0.01 0.01 -0.01
H -0.346808 -2.265999 3.643024 0.00 0.00 -0.01
H -1.538317 -3.425713 4.219689 -0.01 0.00 0.01
H -2.316585 -1.779257 6.789433 -0.01 0.00 0.00
H -3.079595 -0.283555 6.161100 0.00 0.01 0.00
H -1.321091 -0.378099 6.422104 0.01 -0.01 0.00

---

Record 5
23
Properties=species:S:1:pos:R:3:forces:R:3 method="wB97M-V/def2-TZVPD" relative_energy_kj_mol=241.86 homo_lumo_gap_ev=10.4 smiles="CNC(C)=O.COC(C)=O" energy_ev=-14064.1224 lumo_energy_ev=0.84 largest_force_ha_per_bohr=0.0647
C -1.810946 1.457307 -0.745791 0.60 0.30 0.24
C 0.532937 2.134410 0.857362 0.32 -0.85 0.68
C 0.766722 1.196715 -0.298175 -1.26 1.58 -2.48
O -0.625344 0.687466 -0.880889 1.85 0.01 0.06
O 1.692043 1.302509 -1.073232 -1.43 -0.88 1.13
H -1.629880 2.495408 -1.039016 -0.08 0.05 0.11
H -2.566890 1.062874 -1.431280 0.21 -0.17 0.12
H -2.179666 1.413494 0.284463 -0.14 0.07 -0.08
H -0.221759 1.739821 1.537019 -0.04 0.11 -0.03
H 0.238804 3.114608 0.482928 -0.02 -0.13 -0.13
H 1.476296 2.237585 1.401229 -0.11 0.09 -0.10
C 1.892314 -1.457669 -0.239505 -0.51 0.00 0.12
C -1.001275 -2.159685 -0.293537 -0.49 0.46 -0.68
N 0.926515 -0.728853 0.577211 -1.28 0.15 0.07
C -0.512294 -1.058015 0.609085 1.87 -1.18 2.49
O -1.108851 -0.743314 1.632361 0.25 0.30 -1.56
H 1.245246 -0.500986 1.513867 -0.21 -0.19 -0.10
H 1.611069 -1.345264 -1.285592 0.20 0.05 0.00
H 1.892123 -2.514564 0.028015 0.18 -0.09 -0.07
H 2.882303 -1.028663 -0.083587 -0.13 -0.01 -0.08
H -1.928791 -1.818031 -0.754809 -0.04 -0.08 0.06
H -0.334212 -2.444073 -1.104444 0.11 0.16 0.13
H -1.236464 -3.043081 0.306316 0.13 0.24 0.10

---

Record 6
13
Properties=species:S:1:pos:R:3:forces:R:3 method="wB97M-V/def2-TZVPD" relative_energy_kj_mol=320.23 homo_lumo_gap_ev=9.9 smiles="C[C@@H]1C(=O)N1C" energy_ev=-7796.3254 lumo_energy_ev=0.83 largest_force_ha_per_bohr=0.0778
C 1.380026 0.188104 0.167363 -0.98 -1.45 -1.93
C 0.065602 0.646410 0.629441 -2.79 1.74 1.12
C -0.633322 1.785604 -0.287386 0.12 -1.85 3.55
C -0.164611 -1.979694 -0.099886 -2.11 0.99 -1.64
N 0.227176 -0.578717 -0.101610 2.35 0.20 -0.09
O 2.528119 0.314870 -0.192088 -1.07 -0.16 1.13
H -0.307094 0.559260 1.743352 1.04 0.47 -1.97
H -0.424723 1.517678 -1.256221 0.97 -0.36 -2.33
H -0.121414 2.657151 0.044483 -0.25 1.26 -0.18
H -1.724662 1.771379 -0.237717 0.14 0.37 0.63
H -1.308615 -2.153312 0.093201 2.16 0.60 -0.39
H 0.084066 -2.282938 -1.152249 -0.30 -0.48 1.25
H 0.399451 -2.445798 0.649317 0.70 -1.34 0.85